# 1
Molecular formula: C28H50FGaN2O14P
Method: DFT, ωB97M-V with the def2-TZVPD basis set

Results
net charge = -1
HOMO level = -4.98 eV
LUMO energy = 1.84 eV
E = -4625.9276 hartree

Element x y z (Å)
H1 -7.095 -2.625 -3.456
O1 -1.399 6.172 -2.796
C1 4.055 -4.569 5.582
C2 -7.681 -1.658 -1.624
C3 -1.771 9.074 -5.762
Ga1 -2.486 -5.149 3.718
O2 -2.654 8.038 -2.998
H2 -1.127 -0.418 -0.783
H3 3.357 -7.368 7.438
O3 -6.133 -3.929 0.504
H4 5.531 1.077 -3.744
H5 0.521 3.913 -3.043
O4 0.402 3.093 -0.505
O5 6.873 2.642 -5.251
H6 -3.195 -3.481 7.280
C4 4.687 1.591 -4.197
H7 2.967 -1.371 3.240
O6 6.050 4.713 -4.860
C5 7.194 5.290 -5.502
H8 -7.170 -0.854 -3.556
H9 -4.078 -4.270 0.427
O7 1.231 1.020 -0.873
H10 2.463 3.236 -0.762
H11 -4.951 -5.014 1.771
N1 -3.411 -4.373 6.848
H12 -5.187 -4.515 5.093
H13 2.292 4.000 -3.152
H14 1.396 -0.641 2.960
H15 1.238 -2.547 1.619
C6 4.030 -6.651 6.964
O8 4.895 3.007 -4.225
C7 -6.234 -2.802 -0.184
H16 1.340 -6.437 6.436
C8 6.026 3.380 -4.821
H17 -0.774 7.254 -1.142
C9 1.230 -4.650 5.250
H18 -0.099 -0.530 0.675
H19 -2.574 7.290 -6.635
C10 0.382 1.757 -0.446
C11 -1.376 6.378 -1.381
O9 -0.112 -4.598 5.082
C12 0.926 -3.200 2.438
C13 1.457 3.496 -2.664
H20 -0.014 -6.144 3.619
C14 -6.896 -1.696 -2.919
P1 -3.837 -4.092 5.326
H21 7.965 5.672 -7.476
C15 -2.549 7.779 -5.663
H22 1.405 -4.177 2.355
H23 -8.748 -1.685 -1.841
H24 -4.625 -3.276 1.803
O10 -0.742 1.391 0.162
H25 -2.381 6.489 -0.981
C16 1.972 -1.249 3.670
H26 -1.746 9.595 -4.806
H27 -7.483 -0.744 -1.062
O11 -3.425 -6.665 2.952
H28 -3.835 -2.698 5.020
H29 -0.914 5.502 -0.931
H30 6.194 5.587 -7.386
O12 -7.422 -2.802 -0.807
C17 -0.669 -5.746 4.398
C18 -2.998 -6.809 1.745
C19 -0.948 -0.028 0.218
H31 4.815 -7.143 6.386
C20 3.371 -3.604 4.824
H32 -2.224 9.735 -6.501
C21 1.906 -5.632 5.977
H33 8.108 4.851 -5.102
H34 0.286 -2.414 4.398
C22 1.992 -3.622 4.647
H35 -0.849 -6.524 5.154
H36 -3.581 7.952 -5.356
C23 1.541 3.661 -1.161
O13 -1.924 6.844 -4.775
H37 3.799 1.406 -3.599
C24 -4.863 -4.119 1.162
H38 3.939 -2.800 4.370
O14 -5.413 -1.924 -0.244
H39 -0.738 8.875 -6.052
C25 1.214 -2.574 3.848
H40 1.478 2.445 -2.950
H41 -5.825 -1.650 -2.733
F1 -2.323 -3.942 2.326
C26 -2.053 7.112 -3.475
N2 -2.469 -6.995 0.731
H42 4.542 -6.129 7.784
H43 1.539 4.722 -0.914
H44 1.985 -0.671 4.599
H45 5.126 -4.510 5.721
H46 4.515 1.221 -5.207
H47 7.187 6.343 -5.225
H48 7.149 4.114 -7.317
H49 -0.157 -3.350 2.366
C27 7.124 5.158 -7.010
C28 3.293 -5.605 6.147
H50 -1.831 -0.206 0.825

And the Löwdin charges, in e, turn out to be: atom 1 (H): 0.0800, atom 2 (O): 0.0040, atom 3 (C): -0.0545, atom 4 (C): -0.2255, atom 5 (C): -0.0687, atom 6 (Ga): 0.3669, atom 7 (O): 0.1227, atom 8 (H): 0.1021, atom 9 (H): 0.0690, atom 10 (O): 0.0178, atom 11 (H): 0.0979, atom 12 (H): 0.0762, atom 13 (O): 0.0232, atom 14 (O): 0.1239, atom 15 (H): -0.0873, atom 16 (C): -0.0280, atom 17 (H): 0.0668, atom 18 (O): 0.0352, atom 19 (C): -0.2148, atom 20 (H): 0.0755, atom 21 (H): 0.0986, atom 22 (O): 0.1216, atom 23 (H): 0.1240, atom 24 (H): 0.0766, atom 25 (N): -0.4285, atom 26 (H): -0.0674, atom 27 (H): 0.0776, atom 28 (H): 0.0637, atom 29 (H): 0.0638, atom 30 (C): -0.0663, atom 31 (O): -0.0002, atom 32 (C): -0.6136, atom 33 (H): 0.1196, atom 34 (C): -0.6129, atom 35 (H): 0.1008, atom 36 (C): -0.2587, atom 37 (H): 0.0791, atom 38 (H): 0.1210, atom 39 (C): -0.6119, atom 40 (C): -0.0274, atom 41 (O): -0.1506, atom 42 (C): -0.0333, atom 43 (C): -0.0573, atom 44 (H): 0.0801, atom 45 (C): -0.0711, atom 46 (P): 0.5529, atom 47 (H): 0.0785, atom 48 (C): -0.2139, atom 49 (H): 0.0824, atom 50 (H): 0.1176, atom 51 (H): 0.0859, atom 52 (O): 0.0100, atom 53 (H): 0.0986, atom 54 (C): -0.0829, atom 55 (H): 0.0726, atom 56 (H): 0.1214, atom 57 (O): -0.1207, atom 58 (H): -0.0507, atom 59 (H): 0.0807, atom 60 (H): 0.0813, atom 61 (O): 0.0282, atom 62 (C): -0.1852, atom 63 (C): -0.5442, atom 64 (C): -0.0166, atom 65 (H): 0.0730, atom 66 (C): -0.0327, atom 67 (H): 0.0784, atom 68 (C): 0.0328, atom 69 (H): 0.1236, atom 70 (H): 0.1311, atom 71 (C): -0.1359, atom 72 (H): 0.0649, atom 73 (H): 0.1238, atom 74 (C): -0.2130, atom 75 (O): 0.0374, atom 76 (H): 0.0863, atom 77 (C): -0.0386, atom 78 (H): 0.0935, atom 79 (O): 0.1193, atom 80 (H): 0.0812, atom 81 (C): -0.3246, atom 82 (H): 0.0684, atom 83 (H): 0.0729, atom 84 (F): -0.3141, atom 85 (C): -0.6118, atom 86 (N): 0.1100, atom 87 (H): 0.0745, atom 88 (H): 0.1147, atom 89 (H): 0.0795, atom 90 (H): 0.1008, atom 91 (H): 0.1006, atom 92 (H): 0.1205, atom 93 (H): 0.0730, atom 94 (H): 0.0527, atom 95 (C): -0.0683, atom 96 (C): -0.2793, atom 97 (H): 0.0998

***

# 2
Molecular formula: C5H7IN2O2
Method: DFT, ωB97M-V with the def2-TZVPD basis set

Results
SMILES = O=C1N[C@H]2[C@H](I)OC[C@H]2N1
energy above the lowest of the compared OMol25 structures with the same formula, charge and spin = 0.0 kcal/mol
HOMO level = -9.61 eV
LUMO energy = 0.46 eV
E = -752.3990 hartree

Element x y z (Å)
H1 0.883 -1.112 1.284
C1 1.473 -0.429 -0.657
C2 -0.192 0.692 0.677
C3 0.387 1.575 -0.507
H2 -2.154 1.234 0.638
H3 1.099 2.322 -0.145
C4 0.394 -0.663 0.388
O1 1.042 0.690 -1.324
C5 -1.895 -0.879 0.152
I1 3.365 -0.012 0.250
N1 -0.621 -1.473 -0.083
N2 -1.542 0.452 0.432
H4 -0.551 1.748 -1.026
H5 -0.639 -2.422 -0.370
H6 0.211 0.922 1.605
O2 -2.977 -1.370 -0.033
H7 1.717 -1.274 -1.282

And the natural (NBO) charges, in e, turn out to be: atom 1 (H): 0.1945, atom 2 (C): 0.0362, atom 3 (C): -0.0924, atom 4 (C): -0.0952, atom 5 (H): 0.4133, atom 6 (H): 0.1957, atom 7 (C): -0.0917, atom 8 (O): -0.5113, atom 9 (C): 0.8005, atom 10 (I): -0.0086, atom 11 (N): -0.6555, atom 12 (N): -0.6548, atom 13 (H): 0.2156, atom 14 (H): 0.4202, atom 15 (H): 0.2108, atom 16 (O): -0.5989, atom 17 (H): 0.2216

***

# 3
Molecular formula: C3HBr3N2
Method: DFT, ωB97M-V with the def2-TZVPD basis set

Results
energy above the lowest of the compared OMol25 structures with the same formula, charge and spin = 126.6 kcal/mol
HOMO level (spin up / spin down) = -8.16 / -8.15 eV
LUMO energy (spin up / spin down) = -2.67 / -2.67 eV
E = -7946.2161 hartree

Element x y z (Å)
C1 -1.379 0.728 0.230
C2 0.776 -0.429 -0.103
Br1 3.066 0.942 1.290
H1 -2.404 0.590 -0.141
C3 1.638 0.383 0.396
N1 -1.089 1.617 1.017
N2 -0.584 -0.267 -0.345
Br2 -1.468 -1.398 -1.577
Br3 1.445 -2.166 -0.767

And the natural (NBO) charges, in e, turn out to be: atom 1 (C): 0.1221, atom 2 (C): 0.0020, atom 3 (Br): 0.3197, atom 4 (H): 0.2008, atom 5 (C): -0.0984, atom 6 (N): -0.3104, atom 7 (N): -0.5291, atom 8 (Br): 0.2151, atom 9 (Br): 0.0781